Density functional theory data (wB97M-V/def2-TZVPD) for a molecular structure, C12H36CaFO6.

Each line ends with the natural charge from an NBO analysis.
Geometry (Å):
Ca -4.552031 -21.406613 2.873707  1.88
F -6.700861 -20.948077 3.032081  -0.91
C -9.088667 -20.959359 0.255020  -0.64
C -9.245312 -19.601637 0.922738  -0.06
O -8.005724 -19.102720 1.453607  -0.77
H -8.203068 -20.941920 -0.385233  0.19
H -9.944549 -21.191816 -0.378054  0.23
H -8.981087 -21.754816 0.997620  0.21
H -10.000482 -19.635011 1.711431  0.17
H -9.564362 -18.879728 0.169317  0.18
H -7.659766 -19.752814 2.083270  0.49
C -4.953731 -20.709625 -1.515172  -0.64
C -5.234535 -20.192914 -0.130793  -0.08
O -4.085060 -20.427634 0.763024  -0.84
H -4.791881 -21.788915 -1.527563  0.20
H -4.067164 -20.225934 -1.934086  0.22
H -5.785315 -20.496269 -2.186245  0.25
H -6.079556 -20.677998 0.353937  0.21
H -5.440530 -19.122362 -0.121810  0.20
H -3.298736 -20.060377 0.344602  0.50
C -8.924359 -23.560369 5.990435  -0.63
C -9.396562 -22.354774 5.212547  -0.08
O -9.167150 -22.450409 3.812501  -0.74
H -9.465882 -24.470094 5.737914  0.21
H -9.016216 -23.373890 7.064125  0.22
H -7.856860 -23.748320 5.827072  0.18
H -8.973173 -21.436734 5.630836  0.18
H -10.478033 -22.255384 5.334305  0.18
H -8.244898 -22.239265 3.630964  0.47
C -4.236557 -17.128526 2.582731  -0.64
C -4.940190 -18.212650 3.369612  -0.08
O -4.012927 -19.258324 3.815918  -0.84
H -3.383176 -16.725640 3.131793  0.21
H -4.927241 -16.304748 2.399958  0.24
H -3.882713 -17.493643 1.617572  0.20
H -5.719103 -18.695831 2.783546  0.21
H -5.421014 -17.801689 4.256951  0.21
H -3.378760 -18.854800 4.417013  0.51
C -9.679392 -18.740555 5.139292  -0.63
C -8.240633 -18.282974 5.038936  -0.07
O -7.333177 -19.374263 5.264175  -0.76
H -9.910023 -19.410483 4.305077  0.21
H -10.387722 -17.913752 5.125633  0.22
H -9.801521 -19.311468 6.059120  0.21
H -8.021117 -17.546301 5.814771  0.17
H -8.024217 -17.819803 4.070854  0.16
H -7.242075 -19.866456 4.441701  0.49
C -6.288783 -24.365604 3.291120  -0.65
C -6.282580 -24.092019 1.815932  -0.07
O -5.097015 -23.284377 1.503849  -0.84
H -7.197625 -24.887965 3.583705  0.27
H -6.246752 -23.448803 3.888382  0.19
H -5.451079 -25.018907 3.549683  0.22
H -7.172208 -23.540410 1.508628  0.20
H -6.240554 -25.030713 1.266454  0.20
H -4.798013 -23.471734 0.608936  0.51

Forces on atoms 1 to 2 (eV/Å):
Ca -1.290 0.733 -0.241
F 1.171 -0.469 -0.022

Calculated total energy   -1707.612349 Ha
Total charge   +1
Lowest unoccupied orbital energy   -3.80 eV
Energy relative to the best compared isomer or geometry (same formula, charge and spin)   1.9 kcal per mole

Density functional theory data (wB97M-V/def2-TZVPD) for 6 unconnected molecules or ions with the total composition C12H36FNO8P.

Each line ends with the natural charge from an NBO analysis.
Geometry (Å):
N 4.533222 -2.445553 2.446849  -0.90
C 3.180974 -1.846249 2.588199  0.06
F 3.107220 -1.573692 3.977254  -0.44
C 2.170878 -3.021057 2.245441  -0.94
P 0.579096 -2.994396 3.194936  2.27
O 0.710658 -2.973106 4.689424  -1.09
O -0.435171 -1.765245 2.679634  -0.97
O -0.226679 -4.419914 2.777597  -1.00
H 4.657251 -3.143887 3.193365  0.30
H 4.556507 -2.939825 1.564549  0.33
H 1.939683 -2.935775 1.168495  0.25
H 2.658722 -4.020812 2.379761  0.18
H -1.182506 -2.187566 2.266453  0.48
H 0.290688 -4.849583 2.105033  0.49
C 1.355535 -1.927917 -3.108915  -0.63
C 1.518529 -2.077643 -1.605942  -0.08
O 1.063579 -3.364450 -1.174812  -0.73
H 0.310419 -2.056560 -3.395003  0.21
H 1.691169 -0.947532 -3.448099  0.22
H 1.930690 -2.696043 -3.635571  0.18
H 0.929964 -1.328445 -1.077336  0.20
H 2.567258 -1.955568 -1.317526  0.17
H 1.588842 -4.023203 -1.631972  0.46
C -1.693640 2.270744 -3.698626  -0.63
C -0.467272 1.425372 -3.411310  -0.08
O 0.024114 0.822157 -4.609380  -0.73
H -2.478767 1.659866 -4.147570  0.20
H -2.081860 2.724725 -2.785943  0.22
H -1.458948 3.067413 -4.410946  0.19
H -0.712038 0.623234 -2.719339  0.22
H 0.327742 2.033191 -2.965036  0.15
H 0.253496 1.524228 -5.220763  0.45
C 3.665641 1.185396 5.801930  -0.64
C 4.574829 1.157601 7.013952  -0.06
O 4.865303 2.480524 7.482091  -0.74
H 4.125393 1.755381 4.993667  0.21
H 3.453847 0.178321 5.439245  0.27
H 2.716848 1.674445 6.043298  0.18
H 5.525856 0.687573 6.766049  0.18
H 4.113027 0.588807 7.828506  0.15
H 4.030769 2.891758 7.709809  0.45
C -2.281195 0.956328 1.439986  -0.63
C -2.438173 1.095848 -0.061381  -0.06
O -1.713838 0.077939 -0.747679  -0.73
H -1.229866 1.011306 1.722420  0.24
H -2.829425 1.741476 1.964974  0.20
H -2.652308 -0.013756 1.778755  0.20
H -2.047236 2.056335 -0.397198  0.17
H -3.494628 1.034452 -0.348411  0.15
H -2.062638 -0.768632 -0.462208  0.47
C -5.086614 2.428049 -5.999549  -0.63
C -5.560037 2.733815 -4.590653  -0.06
O -4.910958 3.890877 -4.070826  -0.72
H -4.007194 2.273102 -6.012754  0.22
H -5.574831 1.534356 -6.392938  0.21
H -5.301071 3.265365 -6.669101  0.19
H -5.326846 1.905664 -3.922255  0.18
H -6.643743 2.894057 -4.574056  0.15
H -5.120269 4.626704 -4.648576  0.46

Forces on atoms 1 to 2 (eV/Å):
N -0.228 0.566 0.303
C 0.097 -0.290 -1.095

Calculated total energy   -1576.692401 Ha
Total charge   -1
Lowest unoccupied orbital energy   2.04 eV
Energy relative to the best compared isomer or geometry (same formula, charge and spin)   0.0 kcal per mole

Density functional theory data (wB97M-V/def2-TZVPD) for a molecular structure, C12H36FNaO16P4.

Each line ends with the natural charge from an NBO analysis.
Geometry (Å):
Na 3.190635 2.283987 0.041123  0.98
F 1.002217 1.448654 0.409767  -0.98
C -6.531855 3.059830 1.038986  -0.27
O -5.965865 1.762683 0.862011  -0.80
P -4.586049 1.786242 0.087476  2.57
O -4.639299 2.339491 -1.262382  -1.10
O -4.072169 0.257012 0.121892  -0.82
C -4.707928 -0.713553 -0.719478  -0.25
O -3.613329 2.513410 1.112894  -0.82
C -2.238720 2.695995 0.806033  -0.26
H -5.943322 3.899342 0.660618  0.20
H -6.639705 3.300169 2.097460  0.19
H -7.500677 3.137209 0.551465  0.19
H -5.484621 -0.237035 -1.318601  0.20
H -5.173903 -1.448666 -0.063193  0.18
H -3.965816 -1.195683 -1.351360  0.19
H -1.610835 1.838487 1.060483  0.21
H -1.846421 3.539486 1.372371  0.19
H -2.093993 2.889983 -0.259511  0.20
C -3.239941 -3.441024 2.741198  -0.25
O -2.206257 -4.310402 2.288193  -0.82
P -0.677085 -3.933790 2.563345  2.57
O -0.412518 -3.700667 3.995219  -1.11
O 0.093396 -5.130387 1.884965  -0.80
C 0.470108 -6.261344 2.657931  -0.25
O -0.314586 -2.740784 1.560660  -0.82
C -0.754110 -1.388967 1.764810  -0.27
H -3.785636 -3.024686 1.895811  0.18
H -2.833454 -2.618099 3.326668  0.19
H -3.956427 -4.007720 3.332949  0.19
H 1.489806 -6.497799 2.351437  0.19
H -0.110977 -7.152153 2.410792  0.18
H 0.418470 -6.131320 3.736113  0.21
H -1.056895 -1.164731 2.786507  0.19
H -1.590259 -1.246420 1.075270  0.19
H 0.031166 -0.707562 1.451227  0.23
C 6.457979 -2.164979 2.735403  -0.26
O 6.282992 -0.990263 1.941018  -0.80
P 4.843372 -0.419724 1.679752  2.62
O 4.801572 0.733850 0.760758  -1.18
O 4.065377 -1.722899 1.192759  -0.83
C 2.828854 -1.639269 0.465572  -0.27
O 4.295932 -0.130004 3.131110  -0.82
C 2.955119 0.361726 3.282857  -0.28
H 6.402587 -1.914667 3.796487  0.19
H 7.466329 -2.536774 2.569354  0.20
H 5.732861 -2.943392 2.516974  0.20
H 2.620556 -0.603772 0.194993  0.21
H 1.982709 -1.998969 1.051994  0.21
H 2.840194 -2.261242 -0.427414  0.19
H 2.434421 0.605830 2.352012  0.22
H 3.009789 1.315961 3.816340  0.19
H 2.382672 -0.313434 3.912718  0.21
C 0.655855 2.608744 -2.805519  -0.25
O 0.129494 2.364040 -4.098597  -0.81
P 0.533836 3.366386 -5.315952  2.56
O 0.028215 4.722809 -5.063435  -1.07
O 2.102837 3.184268 -5.533789  -0.82
C 2.976400 4.015752 -4.755487  -0.26
O -0.030731 2.551467 -6.561129  -0.80
C 0.195861 1.150667 -6.664909  -0.24
H 1.577282 2.035581 -2.638794  0.15
H -0.053461 2.246131 -2.064944  0.23
H 0.893798 3.655026 -2.601948  0.18
H 3.784327 4.348024 -5.408045  0.20
H 3.445748 3.444235 -3.956326  0.17
H 2.473032 4.901934 -4.375882  0.21
H 0.912607 0.832530 -5.915173  0.19
H 0.563299 0.909731 -7.664739  0.19
H -0.734879 0.585478 -6.619198  0.19

Forces on atoms 1 to 2 (eV/Å):
Na -0.807 -0.741 0.324
F 1.190 0.318 -0.083

Calculated total energy   -3310.650773 Ha
Total charge   0
Lowest unoccupied orbital energy   -0.68 eV
Energy relative to the best compared isomer or geometry (same formula, charge and spin)   41.2 kcal per mole

Q: Which of these has the highest energy relative to the best compared isomer or geometry (same formula, charge and spin)?
A: C12H36FNaO16P4